[1]
DFT (wB97M-V/def2-TZVPD) results for a cluster of 12 separate species, C5H33N2O11 in total in a non-equilibrium geometry.

Element x y z (Å)
C 0.156 1.929 1.007
C -0.286 1.557 2.423
C -1.502 0.611 2.248
C -1.491 -0.590 1.674
C -3.453 1.619 1.631
N -2.698 1.272 2.586
N 1.634 1.672 0.787
H -0.424 1.376 0.274
H -0.079 2.947 0.710
H -0.725 2.388 2.970
H 0.381 1.005 3.086
H -0.669 -1.298 1.704
H -2.372 -1.094 1.291
H -3.181 1.427 0.592
H -4.249 2.331 1.824
H 2.274 2.444 0.956
H 1.806 0.947 1.507
H 1.733 1.248 -0.127
H 0.262 1.555 -4.003
H 0.788 0.896 -2.634
O 0.511 1.697 -3.087
H 2.703 -3.428 0.585
H 4.058 -2.764 0.443
O 3.118 -2.561 0.519
H -4.386 1.633 -1.419
H -3.275 0.647 -1.845
O -3.459 1.581 -1.678
H -1.473 -4.145 0.191
H -1.193 -4.094 1.745
O -1.642 -3.667 1.008
H -1.194 -0.411 -2.326
H -1.688 -0.464 -0.863
O -1.805 -0.862 -1.736
H 0.591 2.955 -1.654
H 0.515 4.468 -1.678
O 0.854 3.740 -1.146
H 3.123 -3.010 -3.161
H 2.044 -1.989 -3.266
O 2.664 -2.355 -2.621
H 3.901 1.613 -1.538
H 5.020 0.884 -0.909
O 4.136 1.207 -0.691
H 3.369 -0.513 1.486
H 2.410 -1.398 2.156
O 2.682 -0.471 2.164
H -4.004 -2.877 0.074
H -3.868 -3.018 1.564
O -4.453 -2.647 0.894
H 0.385 -1.841 -1.207
H 1.696 -1.203 -1.280
O 0.756 -0.949 -1.233

Total energy in eV: -31216.1223
HOMO level in eV: -11.53
Net charge: +1
HOMO-LUMO gap in eV: 8.59
Relative energy (zero: lowest compared OMol25 entry of this formula, charge and spin) in kcal per mole: 90.48

***

[2]
DFT (wB97M-V/def2-TZVPD) results for a cluster of 10 separate species, C5H33N3O9 in total in a non-equilibrium geometry.

Element x y z (Å)
C -2.340 -0.244 -0.912
C -1.978 0.851 -1.906
C -0.645 0.941 -2.735
C 0.655 1.533 -2.104
N 0.573 1.754 -0.709
C 1.155 1.230 0.369
N 0.850 1.802 1.536
N -2.199 -1.658 -1.292
H -3.350 0.051 -0.452
H -1.736 -0.060 0.014
H -2.724 0.966 -2.699
H -2.082 1.782 -1.321
H -0.402 -0.006 -3.291
H -0.920 1.745 -3.542
H 1.590 1.070 -2.387
H 0.680 2.488 -2.666
H -0.282 2.434 -0.524
H 1.800 0.307 0.399
H 1.192 1.476 2.435
H 0.072 2.483 1.551
H -1.636 -2.024 -0.535
H -1.794 -1.757 -2.286
H -3.150 -2.107 -1.331
H 2.939 -2.545 -1.785
H 2.051 -1.296 -1.160
O 2.367 -1.774 -2.018
H -2.490 3.153 0.691
H -1.946 4.399 0.173
O -1.710 3.463 0.279
H 4.475 0.142 1.828
H 4.675 -0.618 0.654
O 3.984 -0.499 1.284
H 0.909 -2.335 0.567
H -0.226 -1.672 1.190
O 0.068 -1.940 0.382
H 1.831 -0.881 3.112
H 1.579 0.042 4.435
O 1.358 -0.095 3.526
H -0.186 -3.444 -2.526
H 0.824 -2.224 -2.632
O -0.128 -2.492 -2.683
H -1.601 -1.108 2.842
H -0.305 -0.122 2.730
O -1.165 -0.400 2.295
H 2.904 -1.632 1.555
H 2.455 -2.987 2.369
O 2.287 -2.167 2.042
H -3.465 1.591 1.801
H -2.176 0.934 2.078
O -2.640 1.452 1.361

Total energy in eV: -28603.9223
HOMO level in eV: -16.01
Net charge: +2
HOMO-LUMO gap in eV: 10.69
Relative energy (zero: lowest compared OMol25 entry of this formula, charge and spin) in kcal per mole: 26.89

***

[3]
DFT (wB97M-V/def2-TZVPD) results for a cluster of 12 separate species, C5H34NO13 in total in a non-equilibrium geometry.

Element x y z (Å)
C -0.422 -1.658 -2.189
C 0.108 -0.656 -1.174
C -0.750 -0.716 0.061
C -1.949 0.253 -0.110
O -2.399 0.648 1.204
N 1.518 -1.170 -0.936
C 2.296 -0.423 0.047
O 2.156 -0.834 1.404
H -1.389 -1.340 -2.582
H 0.239 -1.796 -3.084
H -0.474 -2.682 -1.721
H 0.280 0.351 -1.591
H -1.163 -1.677 0.412
H -0.156 -0.273 0.885
H -2.694 -0.363 -0.596
H -1.712 1.264 -0.547
H 1.480 -2.204 -0.719
H 1.918 0.619 0.200
H 3.326 -0.608 -0.240
H 1.498 -0.370 1.924
H -2.607 2.349 1.404
H -1.647 2.637 2.401
O -2.143 3.162 1.705
H 1.484 -0.126 -4.591
H 2.184 -0.408 -3.395
O 2.206 -0.717 -4.320
H -2.122 -0.035 1.892
H -2.180 -1.174 3.681
O -1.575 -0.831 3.111
H 1.028 -3.664 1.944
H 2.347 -2.980 1.241
O 1.705 -3.734 1.157
H -1.428 3.540 -1.201
H -0.938 4.049 0.205
O -0.958 4.250 -0.757
H -1.085 1.472 4.119
H -0.964 0.564 3.084
O -0.629 1.533 3.239
H -0.022 1.594 -3.882
H -0.034 2.805 -3.180
O -0.595 2.025 -3.224
H 0.512 1.909 1.484
H 0.644 3.342 1.765
O 0.987 2.695 1.186
H 1.188 -4.156 -1.218
H 0.988 -4.933 0.008
O 0.687 -4.891 -0.920
H 0.446 4.390 -2.076
H 1.234 3.358 -1.553
O 1.235 3.877 -2.353
H -1.042 -3.345 2.612
H -0.418 -1.972 2.971
O -0.200 -2.952 2.813

Total energy in eV: -33845.6860
HOMO level in eV: -6.50
Net charge: -1
HOMO-LUMO gap in eV: 9.15
Relative energy (zero: lowest compared OMol25 entry of this formula, charge and spin) in kcal per mole: 64.99